{
  "formula": "C7H12",
  "method": "ωB97M-V/def2-TZVPD",
  "e_above_lowest_kcal_mol": 35.1,
  "e_tot_ha": -273.85260,
  "smiles": "C=C(/C=C/C)CC",
  "total_charge": 0,
  "species": ["C", "C", "C", "C", "C", "C", "C", "H", "H", "H", "H", "H", "H", "H", "H", "H", "H", "H", "H"],
  "coordinates": [[-1.9897, 1.4410, 1.5336], [-1.3116, 1.2378, 0.1618], [-0.6352, -0.1138, -0.0512], [-1.4137, -1.2052, -0.0429], [3.0056, -1.0035, -0.8874], [1.4970, -1.0678, -0.9340], [0.7792, -0.0845, -0.3948], [-1.5411, 2.2726, 2.0822], [-3.0340, 1.6329, 1.3236], [-1.9107, 0.5751, 2.1833], [-0.5071, 1.9570, -0.0016], [-2.0154, 1.5171, -0.6162], [-2.4292, -1.1396, 0.3134], [-0.9679, -2.1387, -0.3424], [3.4357, -1.4858, -1.7566], [3.3391, -1.4429, 0.0463], [3.2878, 0.0505, -0.8657], [1.0770, -1.8301, -1.5755], [1.3344, 0.8280, -0.1758]],
  "atomic_forces_ev_per_a": [[0.28, 0.15, -0.37], [1.22, 0.31, 0.53], [-1.87, 0.47, -0.93], [1.15, 0.37, 0.15], [-0.84, 0.50, -0.28], [0.75, 0.58, -0.65], [0.13, -0.36, -0.05], [-0.24, 0.05, -0.11], [-0.29, 0.18, 0.50], [-0.01, -0.23, -0.09], [-0.05, 0.34, 0.37], [-0.17, -0.57, -0.27], [-0.21, -0.17, -0.29], [-0.24, -0.46, 0.30], [0.35, -0.14, 0.05], [0.31, -0.31, -0.02], [0.27, -0.05, -0.03], [-0.40, -0.53, 0.63], [-0.14, -0.13, 0.59]]
}



{
  "formula": "C7H12",
  "method": "ωB97M-V/def2-TZVPD",
  "e_above_lowest_kcal_mol": 54.1,
  "e_tot_ha": -273.49236,
  "spin_multiplicity": 2,
  "total_charge": 1,
  "s2": 0.76,
  "species": ["C", "C", "C", "C", "C", "C", "C", "H", "H", "H", "H", "H", "H", "H", "H", "H", "H", "H", "H"],
  "coordinates": [[0.3776, -2.0671, -0.8225], [0.3534, -0.5581, -1.2031], [-0.0590, 0.4866, -0.1086], [-0.2591, 0.1751, 1.1803], [0.7291, -0.5330, 2.1000], [-1.4409, 2.4275, -0.8558], [-0.2603, 1.7769, -0.7230], [-0.7461, -2.3031, -0.6494], [0.8398, -2.6756, -1.5667], [0.9842, -2.3776, 0.0599], [1.4788, -0.0778, -1.3760], [-0.3471, -0.3343, -2.0748], [-1.2552, 0.2624, 1.6698], [0.1603, -1.2346, 2.7233], [1.5766, -1.1193, 1.6594], [1.1712, 0.0707, 2.8373], [-1.5150, 3.4023, -1.4328], [-2.3657, 2.2237, -0.3297], [0.5776, 2.4554, -1.0877]],
  "atomic_forces_ev_per_a": [[-1.72, 0.79, 1.28], [2.68, 1.28, 0.92], [0.46, -1.24, -3.38], [0.14, -1.44, 3.24], [-0.57, -2.28, -1.30], [0.49, 1.23, 0.18], [-1.37, 3.57, -0.54], [2.04, -0.29, -0.31], [-0.29, -0.22, -1.10], [-0.71, 0.81, -0.30], [-2.52, -1.34, -0.32], [1.27, -0.21, 0.99], [0.68, 1.01, -0.40], [-0.09, -0.04, -0.22], [-0.89, 0.85, -0.14], [0.43, 1.63, 0.76], [0.47, -1.39, 0.76], [-0.06, -0.78, -0.29], [-0.45, -1.94, 0.15]]
}



{
  "formula": "C7H12AgF6O11S2",
  "method": "ωB97M-V/def2-TZVPD",
  "e_tot_ha": -2643.98623,
  "total_charge": -3,
  "species": ["Ag", "C", "F", "F", "F", "S", "O", "O", "O", "C", "F", "F", "F", "S", "O", "O", "O", "C", "O", "O", "O", "C", "C", "O", "H", "H", "H", "H", "H", "H", "C", "C", "O", "H", "H", "H", "H", "H", "H"],
  "coordinates": [[-2.0102, 3.9513, -15.8659], [-4.9023, 6.4963, -12.4751], [-5.8980, 7.3172, -12.0938], [-3.7780, 6.8532, -11.8245], [-5.3163, 5.2693, -12.1781], [-4.6096, 6.7777, -14.3434], [-5.5303, 5.8850, -15.0295], [-4.8050, 8.2082, -14.5477], [-3.2094, 6.3669, -14.5409], [-5.4791, 1.3516, -12.9265], [-4.6011, 0.3912, -12.5019], [-6.7028, 0.8157, -12.9698], [-5.5010, 2.3431, -12.0447], [-4.9949, 1.9460, -14.6745], [-4.9146, 0.7216, -15.4468], [-6.1453, 2.7707, -15.0459], [-3.6675, 2.6104, -14.5087], [-3.8608, 3.2944, -17.9077], [-4.9411, 2.6792, -18.1655], [-2.8074, 2.5721, -17.6511], [-3.9598, 4.4895, -17.4270], [-0.3079, 3.6506, -11.9263], [-1.3877, 4.6350, -12.2839], [-1.2372, 4.9671, -13.6843], [0.6932, 4.0906, -11.8807], [-0.2587, 2.9363, -12.7479], [-0.5805, 3.2215, -10.9604], [-1.4618, 5.5474, -11.6915], [-2.2947, 4.0221, -12.2720], [-1.9795, 5.5937, -13.8309], [1.2760, 1.9457, -15.6229], [0.4352, 2.4501, -16.7597], [0.2950, 3.8641, -16.7048], [1.3420, 0.8566, -15.5752], [0.9163, 2.3116, -14.6609], [2.2906, 2.3450, -15.7460], [-0.5535, 1.9959, -16.6629], [0.8670, 2.2262, -17.7406], [1.1175, 4.1881, -17.0888]],
  "atomic_forces_ev_per_a": [[-1.75, -0.01, -0.80], [-0.41, 0.58, -2.35], [-0.06, 0.37, 0.66], [-0.28, -0.45, 0.77], [0.82, 0.06, 0.36], [-0.21, -1.79, -2.29], [0.38, 1.41, 1.52], [-0.05, -0.16, 0.78], [-0.39, 0.67, 0.87], [1.11, 0.26, -2.15], [-0.55, 0.28, 0.45], [-0.25, -0.44, 0.46], [0.07, 0.07, 0.76], [0.27, 1.19, -2.18], [0.05, -0.37, 1.09], [1.29, -0.61, 1.40], [-2.04, -0.82, 0.92], [-2.73, -0.92, 3.52], [-0.15, -0.23, -2.26], [2.43, 0.13, -0.48], [1.75, 1.09, -0.70], [0.49, 0.60, 0.12], [-0.35, -1.03, -2.09], [0.55, 0.45, 1.31], [-0.01, 0.18, 0.20], [-0.28, -0.36, 0.31], [0.30, -0.42, -0.09], [0.07, -0.14, 0.26], [-0.44, 0.48, 0.60], [-0.12, 0.06, -0.70], [1.03, 0.19, 0.25], [-0.63, -0.39, -0.03], [0.74, -0.03, -0.07], [-0.10, -0.02, -0.14], [-0.23, 0.01, -0.10], [0.18, -0.13, 0.18], [-0.20, 0.30, -0.55], [-0.10, -0.51, 0.06], [-0.19, 0.46, 0.10]]
}



{
  "formula": "C7H12AgO3",
  "method": "ωB97M-V/def2-TZVPD",
  "e_tot_ha": -644.97482,
  "spin_multiplicity": 3,
  "total_charge": 3,
  "s2": 2.02,
  "species": ["O", "C", "O", "Ag", "O", "C", "C", "H", "H", "H", "H", "H", "C", "H", "H", "C", "H", "C", "C", "H", "H", "H", "H"],
  "coordinates": [[-0.0228, -1.4325, 1.1428], [0.6956, -0.3978, 0.7624], [0.2028, 0.7330, 0.6653], [0.0480, 2.6645, 0.5938], [1.8937, -0.7405, 0.5015], [2.9089, 0.2625, 0.1952], [4.2032, -0.4643, -0.0491], [2.9727, 0.9362, 1.0587], [2.5714, 0.8119, -0.6924], [4.5117, -1.0255, 0.8415], [4.9752, 0.2813, -0.2777], [4.1162, -1.1478, -0.9023], [-1.4201, -1.3239, 1.1424], [-1.8527, -2.3539, 1.1434], [-1.8198, -0.8578, 2.0697], [-2.0310, -0.7026, 0.0292], [-3.1546, 0.2626, 0.3874], [-2.6733, 0.2438, -1.6453], [-3.5966, 1.0798, -0.9306], [-1.6307, 0.6148, -1.7668], [-3.0610, -0.5599, -2.2825], [-3.2071, 2.0752, -0.6984], [-4.6297, 1.0408, -1.2882]],
  "atomic_forces_ev_per_a": [[-1.45, -1.57, 0.47], [2.38, 0.57, -0.69], [-1.07, -2.90, -0.23], [0.26, 3.59, 0.10], [-1.47, -0.52, 0.67], [0.95, 0.92, -0.27], [0.12, -0.16, -0.01], [-0.06, -0.16, -0.11], [0.00, -0.12, 0.13], [-0.05, 0.16, -0.23], [-0.15, -0.18, 0.05], [0.05, 0.17, 0.20], [2.26, 0.35, -0.65], [-0.31, -0.38, -0.01], [-0.18, 0.08, 0.22], [-1.96, 0.72, 1.47], [0.49, -0.86, -1.31], [0.78, -0.05, 0.19], [-0.05, 1.26, -1.44], [-0.46, -0.31, -0.24], [0.36, -0.21, 0.19], [-0.24, -0.13, 0.66], [-0.21, -0.27, 0.83]]
}



{
  "formula": "C7H12Br12O3S",
  "method": "ωB97M-V/def2-TZVPD",
  "e_above_lowest_kcal_mol": 0.0,
  "e_tot_ha": -31785.92275,
  "total_charge": 0,
  "species": ["O", "S", "O", "O", "C", "C", "C", "H", "H", "H", "H", "H", "H", "H", "H", "C", "Br", "Br", "Br", "H", "C", "Br", "Br", "Br", "H", "C", "Br", "Br", "Br", "H", "C", "Br", "Br", "Br", "H"],
  "coordinates": [[-0.0315, 1.9921, -2.0656], [-0.2045, 0.7686, -1.3962], [0.3922, -0.4411, -1.8631], [0.2545, 0.9914, 0.0978], [1.0059, -0.0623, 0.7363], [1.7051, 0.4792, 1.9623], [-1.9386, 0.4882, -1.1721], [1.7685, -0.4756, 0.0737], [0.3759, -0.9195, 0.9957], [2.5606, 1.0878, 1.6641], [2.1610, -0.3642, 2.4915], [1.0576, 0.9909, 2.6674], [-2.0829, -0.5731, -0.9876], [-2.4393, 0.7683, -2.0965], [-2.2942, 1.1189, -0.3630], [-6.1453, -0.8604, -0.3137], [-7.4125, -1.9779, 0.5547], [-4.4095, -1.6804, -0.4088], [-6.0662, 0.8901, 0.4748], [-6.4553, -0.7140, -1.3362], [3.6335, -3.9940, -1.8678], [2.2366, -2.7202, -2.2338], [4.9047, -4.0125, -3.2633], [2.8903, -5.7447, -1.5793], [4.1144, -3.7114, -0.9457], [-2.7799, 2.2010, 3.4664], [-4.3515, 3.1983, 3.1266], [-2.2565, 2.2777, 5.3160], [-1.3561, 2.7303, 2.3085], [-3.0150, 1.1651, 3.2800], [4.9495, 1.3619, -1.4780], [5.1967, 3.1983, -1.9810], [3.6210, 0.4931, -2.5642], [4.5237, 1.1812, 0.3789], [5.8872, 0.8690, -1.6786]],
  "atomic_forces_ev_per_a": [[0.30, 1.21, -0.73], [-0.87, -0.80, 0.77], [0.15, -0.27, -0.48], [0.45, -0.17, 0.20], [0.61, -0.63, 0.58], [0.38, -0.28, 0.12], [0.23, -0.03, -0.28], [-0.13, 0.30, -0.28], [-0.38, 0.33, -0.06], [-0.72, 0.30, 0.27], [-0.19, -0.09, -0.02], [-0.08, 0.14, -0.10], [0.07, 0.23, 0.15], [0.04, -0.04, -0.05], [-0.03, -0.06, 0.10], [0.14, 0.24, -0.25], [-0.22, -0.19, 0.14], [-0.14, -0.21, 0.14], [0.11, 0.04, 0.11], [-0.12, -0.06, -0.05], [-0.65, 0.01, 0.12], [-0.05, -0.15, 0.23], [0.58, 0.01, -0.41], [-0.04, -0.19, 0.09], [0.10, 0.11, 0.03], [0.21, -0.29, 0.24], [-0.55, 0.37, -0.05], [0.04, 0.06, 0.12], [0.10, -0.01, -0.13], [0.06, -0.08, -0.16], [-0.03, 0.02, -0.45], [-0.02, 0.11, 0.03], [0.11, 0.18, 0.07], [0.48, 0.01, -0.14], [0.07, -0.10, 0.15]]
}



{
  "formula": "C7H12Br2O4",
  "method": "ωB97M-V/def2-TZVPD",
  "e_tot_ha": -5722.89085,
  "total_charge": 0,
  "species": ["C", "C", "O", "C", "O", "C", "O", "O", "C", "Br", "C", "C", "Br", "H", "H", "H", "H", "H", "H", "H", "H", "H", "H", "H", "H"],
  "coordinates": [[1.0115, 0.6946, -2.9060], [0.3462, 0.7532, -1.5362], [1.0065, 1.7118, -0.7111], [-1.1539, 1.0090, -1.6445], [-1.9875, 0.2654, -0.7391], [-1.9644, 0.5615, 0.5713], [-2.8468, 1.0988, 1.1429], [-0.8301, 0.1227, 1.2087], [-0.9451, -1.0162, 2.0328], [-2.0386, -2.3841, 1.1988], [0.4853, -1.4508, 2.4610], [1.6118, -0.9412, 1.5730], [0.6679, -3.3731, 2.6443], [0.4906, 0.0040, -3.5724], [2.0415, 0.3548, -2.7980], [1.0382, 1.6862, -3.3661], [0.4792, -0.1975, -1.0177], [0.6383, 2.5860, -0.8811], [-1.3801, 2.0767, -1.5209], [-1.5131, 0.7118, -2.6273], [-1.4990, -0.7300, 2.9267], [0.6216, -1.0749, 3.4736], [1.4625, 0.1018, 1.3005], [2.5530, -1.0241, 2.1172], [1.7047, -1.5463, 0.6695]],
  "atomic_forces_ev_per_a": [[0.04, 0.00, 0.02], [0.12, -0.02, 0.04], [-0.15, -0.04, 0.19], [-0.09, 0.12, -0.09], [0.24, 0.19, -0.04], [0.12, -0.35, 0.10], [-0.50, 0.33, 0.31], [0.42, -0.34, -0.59], [-0.03, 0.34, 0.56], [-0.16, -0.03, -0.28], [0.03, 0.27, -0.25], [0.09, -0.08, 0.02], [0.17, -0.11, 0.30], [0.03, 0.03, 0.03], [-0.02, 0.05, 0.01], [-0.09, -0.05, -0.02], [-0.02, -0.04, -0.09], [0.09, -0.04, -0.07], [0.06, -0.05, -0.03], [-0.03, -0.05, 0.05], [-0.14, -0.18, -0.08], [-0.02, 0.01, -0.05], [-0.01, -0.01, 0.00], [-0.04, -0.06, -0.02], [-0.10, 0.10, -0.02]]
}